Entry 1:
{"formula": "CH4N2O", "method": "ωB97M-V/def2-TZVPD", "elements": ["H", "N", "C", "N", "O", "H", "H", "H"], "positions_angstrom": [[-0.65819, 1.50508, -0.00683], [-0.13384, 1.34944, -0.94144], [0.40330, 0.22238, -0.84000], [0.38678, -0.62896, 0.29797], [-0.76356, -0.44137, 1.05604], [1.03220, -0.14047, -1.61518], [0.28216, -1.56180, 0.04729], [-0.54885, -0.30430, 2.00216]], "forces_ev_per_a": [[0.73, -0.07, -1.89], [-1.22, 0.57, 2.00], [-0.02, 0.03, 0.98], [0.26, 1.40, 0.20], [-1.18, 0.71, 1.25], [0.53, -0.55, -0.68], [0.46, -2.02, -0.94], [0.44, -0.07, -0.93]], "nbo_charge": [0.3389, -0.6362, 0.2291, -0.3355, -0.5905, 0.1654, 0.3508, 0.4780], "mol_weight_g_mol": 60.06, "homo_lumo_gap_ev": 10.661, "fmax_ev_per_a": 2.41, "e_above_lowest_ev": 3.1714, "e_homo_ev": -9.85, "smiles": "[H]/N=C\\NO", "e_lumo_ev": 0.82}

Entry 2:
{"formula": "C41H74O30", "method": "ωB97M-V/def2-TZVPD", "elements": ["C", "O", "C", "O", "O", "C", "H", "H", "H", "H", "H", "H", "C", "O", "C", "O", "O", "C", "H", "H", "H", "H", "H", "H", "C", "O", "C", "O", "O", "C", "H", "H", "H", "H", "H", "H", "C", "O", "C", "O", "O", "C", "H", "H", "H", "H", "H", "H", "C", "O", "C", "O", "O", "C", "H", "H", "H", "H", "H", "H", "C", "O", "C", "O", "O", "C", "H", "H", "H", "H", "H", "H", "C", "O", "C", "O", "O", "C", "H", "H", "H", "H", "H", "H", "O", "C", "C", "C", "C", "O", "H", "H", "H", "H", "H", "H", "O", "C", "C", "C", "C", "O", "H", "H", "H", "H", "H", "H", "O", "C", "C", "C", "C", "O", "H", "H", "H", "H", "H", "H", "O", "C", "C", "C", "C", "O", "H", "H", "H", "H", "H", "H", "C", "C", "C", "O", "C", "H", "H", "H", "H", "H", "H", "H", "H"], "positions_angstrom": [[-6.59760, 11.03581, 15.74732], [-7.57517, 11.51527, 14.82986], [-8.73191, 10.88293, 14.76562], [-9.15204, 9.99525, 15.45866], [-9.40445, 11.44992, 13.75448], [-10.74377, 10.97868, 13.56970], [-5.80081, 11.77158, 15.68347], [-6.21831, 10.03748, 15.53708], [-6.99711, 11.03274, 16.76245], [-10.76734, 9.91730, 13.32532], [-11.16376, 11.56382, 12.75944], [-11.29017, 11.11363, 14.50107], [-17.57181, 12.62804, 10.11380], [-17.58027, 13.96174, 10.60349], [-17.92515, 14.93154, 9.75512], [-18.04879, 14.78185, 8.57097], [-17.99510, 16.06318, 10.42723], [-18.46051, 17.18449, 9.68923], [-16.98429, 12.60109, 9.18976], [-18.56730, 12.24893, 9.89780], [-17.03084, 12.04349, 10.85034], [-19.21979, 16.99985, 8.93081], [-17.61189, 17.58801, 9.13016], [-18.82155, 17.94193, 10.37712], [-20.18135, 8.70557, 10.05832], [-19.38965, 8.24739, 11.18469], [-18.80142, 9.19539, 11.89104], [-18.95381, 10.36785, 11.77748], [-17.96338, 8.64620, 12.79022], [-17.95817, 7.24586, 13.00777], [-20.34157, 7.78916, 9.49951], [-19.61104, 9.42383, 9.47697], [-21.09881, 9.12379, 10.46551], [-17.82821, 6.64037, 12.11080], [-18.85803, 6.94910, 13.54439], [-17.10765, 6.96143, 13.62862], [-15.22948, 15.85040, 12.53650], [-15.72693, 17.02481, 13.14758], [-16.19110, 16.98694, 14.37601], [-16.42386, 16.00118, 15.03041], [-16.41294, 18.22614, 14.77968], [-17.02136, 18.47560, 16.03929], [-15.21327, 15.91915, 11.45422], [-15.95174, 15.06738, 12.79679], [-14.26192, 15.53501, 12.93028], [-16.70871, 19.44000, 16.42637], [-16.78886, 17.73161, 16.80405], [-18.09604, 18.43906, 15.86284], [-18.51792, 11.10423, 15.84981], [-19.82919, 11.04041, 15.30392], [-20.46185, 9.88813, 15.24006], [-20.02362, 8.82017, 15.59490], [-21.69005, 10.10521, 14.80623], [-22.61765, 9.02252, 14.81986], [-18.05087, 12.01365, 15.48488], [-17.90800, 10.27909, 15.48268], [-18.57933, 11.08104, 16.93657], [-22.74142, 8.67743, 15.84396], [-22.33622, 8.22752, 14.13341], [-23.54375, 9.47349, 14.47235], [-14.76642, 7.08757, 11.32091], [-13.55150, 6.50893, 10.90967], [-13.42230, 6.23356, 9.61293], [-14.25164, 6.46437, 8.76929], [-12.29839, 5.57544, 9.42813], [-12.01755, 5.05049, 8.13710], [-15.70050, 6.65222, 10.96840], [-14.88471, 8.13758, 11.01802], [-14.74473, 7.19336, 12.40428], [-12.95838, 4.70269, 7.70286], [-11.37244, 4.18128, 8.19379], [-11.63028, 5.84509, 7.50339], [-10.88817, 11.97021, 17.58360], [-12.16050, 11.48827, 18.02451], [-12.60698, 10.31784, 17.59069], [-12.01340, 9.58246, 16.84375], [-13.87027, 10.19921, 17.97729], [-14.54783, 9.00762, 17.57614], [-10.90042, 13.02384, 17.84833], [-10.89743, 11.88648, 16.49654], [-10.05708, 11.43577, 18.03629], [-14.73406, 8.99818, 16.50467], [-15.43189, 8.91334, 18.19726], [-13.92075, 8.13933, 17.78936], [-12.09463, 14.45691, 14.41143], [-12.33338, 15.33719, 15.18591], [-12.33450, 15.33365, 16.68738], [-13.05380, 16.60762, 17.02883], [-12.85722, 17.50129, 15.79573], [-12.57362, 16.60208, 14.72666], [-12.83059, 14.46827, 17.11979], [-11.26418, 15.30413, 16.91576], [-14.12747, 16.46791, 17.18593], [-12.75858, 17.01383, 17.99829], [-13.74797, 18.10260, 15.62931], [-11.99845, 18.15297, 15.97977], [-17.38972, 9.39387, 8.24095], [-16.21863, 9.60774, 8.26258], [-15.22507, 9.30611, 7.13803], [-13.96485, 9.99295, 7.61958], [-14.19276, 10.36527, 9.09772], [-15.54944, 10.03096, 9.36181], [-15.11935, 8.21991, 7.18340], [-15.64163, 9.60457, 6.18246], [-13.07965, 9.39901, 7.39870], [-13.88214, 10.92371, 7.05336], [-13.52471, 9.85341, 9.78712], [-14.04827, 11.44462, 9.14541], [-17.09109, 15.86162, 18.82537], [-16.49032, 14.87581, 18.51407], [-16.94861, 13.80528, 17.52426], [-16.17188, 12.56637, 17.98524], [-14.95853, 13.15423, 18.70158], [-15.31627, 14.50061, 19.03780], [-18.02776, 13.72919, 17.42790], [-16.61397, 14.10517, 16.52681], [-16.69713, 11.95771, 18.72802], [-16.02870, 11.87714, 17.15396], [-14.76482, 12.68810, 19.66476], [-14.08186, 13.08325, 18.05806], [-14.42207, 5.72777, 16.12096], [-13.39357, 6.20231, 15.72575], [-11.95977, 6.19100, 16.20368], [-11.22175, 6.28669, 14.89551], [-12.10538, 7.15443, 14.03716], [-13.43891, 6.82198, 14.49358], [-11.68707, 6.96856, 16.91591], [-11.81080, 5.23437, 16.70778], [-10.19482, 6.63215, 15.03956], [-11.04593, 5.28362, 14.49586], [-11.83409, 8.20866, 14.09281], [-12.05362, 6.83877, 12.99502], [-14.77276, 10.75719, 12.58429], [-14.69498, 12.23813, 12.98034], [-14.51995, 12.12063, 14.48320], [-15.27994, 10.98433, 14.88788], [-15.08675, 9.99875, 13.87027], [-13.89250, 10.33743, 12.09675], [-15.61202, 10.65365, 11.89172], [-15.60567, 12.79512, 12.75695], [-13.91536, 12.76646, 12.43035], [-14.92500, 12.98059, 15.02075], [-13.47475, 11.98105, 14.78084], [-15.90132, 9.28362, 13.78773], [-14.23424, 9.37037, 14.17152]], "forces_ev_per_a": [[0.00, 0.33, 0.65], [0.63, -0.15, -0.04], [-0.86, 0.13, -0.60], [0.47, -0.09, 0.17], [-0.05, -0.11, -0.12], [0.08, -0.10, 0.36], [0.11, -0.15, 0.03], [-0.19, 0.00, -0.36], [-0.04, -0.01, -0.03], [0.18, 0.01, -0.08], [-0.02, 0.11, 0.06], [-0.23, 0.03, -0.13], [0.87, -0.08, -0.92], [-0.37, 0.52, 0.73], [0.81, -1.12, -0.16], [-0.44, 0.22, -0.42], [-0.79, 0.37, 0.45], [0.66, 0.90, -0.81], [-0.16, -0.04, 0.00], [-0.02, 0.02, 0.30], [-0.41, -0.09, 0.14], [-0.14, -0.63, 0.32], [-0.02, 0.14, 0.11], [0.08, -0.20, 0.27], [0.31, -0.34, 0.64], [-0.32, -0.16, -0.72], [0.42, -1.21, 0.43], [0.01, 0.90, -0.01], [0.37, 0.58, 0.11], [0.04, -1.01, 0.28], [-0.26, 0.16, -0.16], [-0.07, 0.04, -0.01], [-0.10, 0.08, -0.31], [-0.34, 0.34, -0.26], [-0.09, -0.02, -0.12], [0.05, 0.63, 0.21], [-0.89, -1.79, 0.79], [0.69, 1.35, -0.81], [-0.48, -0.60, 0.48], [0.27, -0.37, 0.12], [0.72, 1.00, -0.33], [-0.67, -0.77, 0.44], [-0.01, 0.62, 0.07], [0.25, -0.15, -0.27], [0.09, 0.40, 0.00], [0.06, 0.17, -0.45], [0.14, -0.19, -0.28], [-0.06, 0.23, 0.30], [0.35, -0.68, -0.26], [-0.29, 0.96, -0.44], [0.43, -0.67, 0.88], [0.03, -0.17, -0.19], [-0.35, 0.52, -0.55], [-0.08, 0.35, 0.05], [-0.25, 0.17, 0.08], [-0.08, -0.11, 0.14], [0.09, 0.04, 0.03], [0.03, -0.30, -0.08], [0.20, -0.10, 0.16], [-0.05, -0.08, 0.04], [-1.10, 2.03, 0.57], [0.46, -0.27, -0.11], [-1.01, -0.40, -0.11], [0.04, 0.34, -0.17], [1.16, -0.34, 0.73], [-1.26, 0.13, -0.70], [0.42, -0.79, -0.05], [0.48, -0.11, -0.48], [0.10, -0.73, 0.04], [0.07, 0.11, -0.11], [0.35, 0.29, 0.44], [0.26, -0.14, -0.05], [-0.64, -0.07, -0.66], [-0.14, 0.35, 1.06], [-0.18, 0.42, -1.28], [0.10, -0.39, 0.24], [-0.08, 0.07, 0.51], [0.62, -0.83, 0.06], [0.21, -0.07, 0.16], [0.51, -0.03, 0.06], [-0.05, -0.08, -0.06], [-0.30, 0.25, 0.07], [-0.19, 0.29, -0.25], [0.03, 0.05, 0.05], [-0.05, -0.28, 0.13], [-0.11, 0.29, -0.78], [-0.17, -0.31, -0.25], [-0.70, 0.52, 0.81], [0.51, 0.05, 1.42], [-0.28, -0.13, 0.00], [0.24, -0.19, -0.24], [-0.10, 0.18, 0.45], [0.04, -0.53, -0.29], [0.40, 0.36, -0.32], [0.08, -0.06, -0.53], [-0.02, 0.07, -0.46], [-0.50, 0.24, 0.43], [0.75, -0.72, -0.76], [-0.48, -0.23, 1.28], [0.31, 0.46, -1.10], [0.25, -0.11, -1.18], [-0.50, 0.30, 0.50], [-0.05, -0.01, -0.21], [0.16, 0.07, -0.06], [0.07, 0.05, 0.33], [0.30, -0.04, 0.04], [-0.19, -0.07, 0.11], [-0.16, -0.02, 0.65], [0.45, 0.48, 0.15], [-1.22, -0.89, -0.87], [0.52, 0.02, 0.09], [-1.03, -0.49, 0.22], [-0.14, -0.46, -0.39], [0.61, 0.65, 0.21], [-0.03, -0.03, 0.43], [0.16, 0.15, 0.06], [-0.45, 0.30, -0.06], [0.75, 0.14, 0.01], [0.22, -0.29, -0.22], [0.15, 0.44, 0.26], [0.72, 0.08, 0.77], [-1.06, 0.52, -1.08], [-0.36, -1.03, 0.59], [1.73, -0.41, 0.34], [0.05, -0.84, -0.62], [0.64, 0.57, 0.18], [-0.42, 0.30, -0.18], [0.08, 0.07, 0.03], [-0.21, 0.54, -0.09], [-0.58, 0.04, -0.29], [-0.53, 0.10, 0.42], [-0.08, 0.17, -0.04], [-1.19, -0.14, -0.75], [0.36, -0.21, -0.04], [-0.01, 0.47, 0.55], [-0.44, -0.05, -0.37], [1.07, -0.45, 0.44], [0.17, 0.31, 0.05], [0.17, -0.27, -0.11], [-0.23, -0.35, 0.02], [0.30, 0.00, 0.40], [0.10, 0.02, 0.05], [0.11, 0.05, -0.12], [-0.51, 0.52, 0.17], [0.17, 0.16, -0.08]], "mulliken_charge": [-0.6421, -0.3625, 0.7716, -0.4955, -0.4034, -0.0485, 0.2403, 0.2951, 0.2710, 0.3290, 0.1864, -0.1507, -0.1314, 0.0087, 0.6041, -0.5912, -0.2313, -0.8017, 0.3887, 0.3344, -0.5378, 0.3434, 0.3171, 0.2437, -0.6784, -0.4173, 0.7400, -0.5098, 0.0932, -0.8513, 0.2470, 0.2594, 0.2753, 0.3428, 0.3233, 0.2182, -0.4332, -0.3913, 0.7306, -0.5086, -0.3890, -0.5522, 0.3406, 0.2220, 0.1445, 0.2743, 0.1733, 0.3185, -0.1942, -0.3288, 0.8678, -0.6018, -0.3731, -0.6716, -0.0218, 0.2138, 0.3250, 0.3074, 0.2768, 0.2439, -0.2051, -0.1099, 0.6983, -0.5781, -0.3460, -0.7129, 0.3956, 0.0537, -0.0117, 0.3186, 0.2594, 0.2811, -0.1402, -0.3448, 0.7375, -0.4411, -0.2490, -0.3521, 0.2334, -0.2292, 0.3481, -0.2486, 0.3149, 0.3810, -0.5439, 0.4823, 0.8960, -0.0550, -0.6583, -0.3891, -0.8601, 0.3073, -0.3517, 0.4895, 0.3940, 0.2793, -0.5557, 0.2230, -0.3799, -0.7874, -0.1199, 0.1255, 0.1085, 0.4447, 0.3454, 0.3211, 0.0766, 0.2607, -0.6471, 0.3213, 0.1359, 0.2217, 0.6190, -0.4240, 0.4800, -0.1656, 0.4199, -0.4410, 0.2819, -0.6587, -0.6606, 0.3732, -0.2686, -0.7376, 0.4706, -0.0979, 0.0121, 0.4529, 0.3436, 0.3327, -0.5232, 0.3086, 2.0394, -0.1302, 0.9601, -0.0762, 0.2812, -0.0475, -1.3043, -0.1771, 0.3241, 0.0233, -1.0221, -0.3687, -0.7093], "mol_weight_g_mol": 1047.01, "homo_lumo_gap_ev": 9.946, "fmax_ev_per_a": 2.38, "e_above_lowest_ev": 0.0000, "e_homo_ev": -9.60, "smiles": "COC(=O)OC.COC(=O)OC.COC(=O)OC.COC(=O)OC.COC(=O)OC.COC(=O)OC.COC(=O)OC.O=C1CCCO1.O=C1CCCO1.O=C1CCCO1.O=C1CCCO1.C1CCOC1", "e_lumo_ev": 0.35}